*P*
DFT (the ωB97M-V functional and the def2-TZVPD basis) results for a 7-piece molecular cluster, H14O7 overall.

For the frontier orbital gap, the calculation gives 10.0 eV. The calculation puts the LUMO energy at -0.388 eV. Its SMILES is O.O.O.O.O.O.O. Its molecular weight is 126.105 g mol⁻¹. Its multiplicity is 1. The value obtained for the HOMO energy is -10.410 eV.

Positions of all 21 atoms, in Å:
O  2.634  -0.986  -1.042
H  1.992  -1.615  -0.711
H  3.369  -1.524  -1.334
O  -0.308  -1.518  -1.940
H  0.399  -1.452  -2.581
H  -0.178  -2.370  -1.525
O  -0.699  -0.517  0.580
H  -0.931  -0.477  -0.348
H  0.253  -0.618  0.585
O  -3.334  -0.725  0.959
H  -3.461  0.158  1.306
H  -2.398  -0.892  1.065
O  -2.692  2.014  1.495
H  -1.752  1.903  1.637
H  -3.090  1.775  2.332
O  -0.438  2.670  -1.177
H  -0.968  1.876  -1.240
H  0.326  2.493  -1.725
O  3.692  0.291  1.369
H  3.073  -0.280  0.914
H  4.511  -0.204  1.381

Results of the natural (NBO) charge analysis, in e, for atoms 1 through 5: -0.938 0.463 0.479 -0.949 0.484

---

*Q*
DFT (the ωB97M-V functional and the def2-TZVPD basis) results for H14O7 as an isolated structure.

For the frontier orbital gap, the calculation gives 10.6 eV. The calculation puts the LUMO energy at -0.146 eV. Its molecular weight is 126.105 g mol⁻¹. Its multiplicity is 1. The value obtained for the HOMO energy is -10.711 eV.

Positions of all 21 atoms, in Å:
H  -0.183  -2.019  2.355
H  -0.393  -0.474  1.688
H  -0.814  -1.931  -0.293
H  -0.101  -0.977  -1.384
H  1.789  0.177  1.187
H  1.546  -1.216  0.475
H  2.030  -0.236  -2.556
H  1.905  0.035  -1.040
H  -1.069  2.015  -0.775
H  0.327  1.292  -1.198
H  -3.614  0.707  -0.825
H  -1.936  -0.297  -0.881
H  0.023  1.600  2.592
H  0.101  1.317  0.949
O  -0.352  -1.343  1.296
O  -0.917  -1.619  -1.288
O  2.324  -0.530  0.670
O  1.307  -0.169  -1.870
O  0.029  1.984  -0.455
O  -2.191  0.670  -0.530
O  0.187  1.015  1.881

Results of the natural (NBO) charge analysis, in e, for atoms 1 through 5: 0.476 0.505 0.511 0.498 0.503

---

*R*
DFT (the ωB97M-V functional and the def2-TZVPD basis) results for a 7-piece molecular cluster, H14O7 overall.

For the frontier orbital gap, the calculation gives 11.0 eV. The calculation puts the LUMO energy at 0.237 eV. Its SMILES is O.O.O.O.O.O.O. Its molecular weight is 126.105 g mol⁻¹. Its multiplicity is 1. The value obtained for the HOMO energy is -10.787 eV.

Positions of all 21 atoms, in Å:
O  2.313  0.511  1.580
H  2.545  1.085  2.316
H  3.153  0.197  1.208
O  2.042  0.791  -1.571
H  1.923  1.637  -2.013
H  1.178  0.587  -1.171
O  0.000  -0.290  0.148
H  -0.812  -0.079  0.631
H  0.725  0.032  0.724
O  3.878  -0.756  -0.096
H  4.485  -1.032  -0.788
H  3.200  -0.232  -0.561
O  -2.409  -0.196  1.840
H  -2.119  -1.118  1.898
H  -3.049  -0.087  2.553
O  -1.487  -0.592  -2.324
H  -0.766  -0.811  -1.716
H  -1.998  -1.402  -2.417
O  -4.263  0.789  -0.416
H  -3.503  0.483  0.103
H  -5.034  0.483  0.072

Results of the natural (NBO) charge analysis, in e, for atoms 1 through 5: -0.987 0.479 0.508 -0.982 0.486

---

Stability summary: most stable *R*, least stable *Q*.

---

*P*
DFT (the ωB97M-V functional and the def2-TZVPD basis) results for a 3-piece molecular cluster, C2H9NO3 overall.

For the frontier orbital gap, the calculation gives 10.7 eV. The calculation puts the LUMO energy at 0.688 eV. Its SMILES is CNC=O.O.O. Its molecular weight is 95.098 g mol⁻¹. Its multiplicity is 1. The value obtained for the HOMO energy is -10.047 eV.

Positions of all 15 atoms, in Å:
C  -0.116  1.310  -0.827
N  1.002  1.375  0.112
C  1.482  0.216  0.686
O  0.885  -0.832  0.684
H  -0.698  0.397  -0.710
H  0.229  1.434  -1.863
H  -0.818  2.148  -0.752
H  1.115  2.306  0.485
H  2.559  0.245  0.960
O  -2.271  -0.174  1.409
H  -1.396  0.119  1.728
H  -2.112  -0.933  0.833
O  -0.305  -2.376  -1.096
H  0.485  -2.803  -1.469
H  -0.041  -2.432  -0.180

Results of the natural (NBO) charge analysis, in e, for atoms 1 through 5: -0.438 -0.646 0.538 -0.627 0.241

---

*Q*
DFT (the ωB97M-V functional and the def2-TZVPD basis) results for a 3-piece molecular cluster, C2H9NO3 overall.

For the frontier orbital gap, the calculation gives 11.1 eV. The calculation puts the LUMO energy at 0.489 eV. Its SMILES is CC(N)=O.O.O. Its molecular weight is 95.098 g mol⁻¹. Its multiplicity is 1. The value obtained for the HOMO energy is -10.587 eV.

Positions of all 15 atoms, in Å:
C  -1.700  0.546  -1.181
C  -0.941  0.058  0.005
N  -1.515  -0.722  0.943
O  0.254  0.354  0.096
H  -2.725  0.186  -1.321
H  -1.246  0.253  -2.139
H  -1.706  1.630  -1.269
H  -0.878  -1.198  1.557
H  -2.423  -1.150  0.851
O  1.555  -0.913  2.271
H  1.413  -0.257  1.554
H  0.852  -0.839  2.915
O  1.927  0.807  -2.116
H  1.981  -0.117  -2.382
H  1.411  0.754  -1.290

Results of the natural (NBO) charge analysis, in e, for atoms 1 through 5: -0.731 0.692 -0.799 -0.683 0.217

---

*R*
DFT (the ωB97M-V functional and the def2-TZVPD basis) results for a 3-piece molecular cluster, C2H9NO3 overall.

For the frontier orbital gap, the calculation gives 9.8 eV. The calculation puts the LUMO energy at 0.294 eV. Its SMILES is NCC=O.O.O. Its molecular weight is 95.098 g mol⁻¹. Its multiplicity is 1. The value obtained for the HOMO energy is -9.484 eV.

Positions of all 15 atoms, in Å:
N  -0.773  -0.310  -1.022
C  0.034  -0.015  0.137
C  0.773  -1.261  0.569
O  1.877  -1.539  0.195
H  -0.990  -1.252  -1.262
H  -1.470  0.342  -1.301
H  -0.571  0.366  0.969
H  0.795  0.726  -0.137
H  0.174  -1.904  1.248
O  3.784  0.320  -0.778
H  3.331  -0.491  -0.537
H  4.569  0.080  -1.294
O  -5.120  2.167  1.093
H  -5.562  2.336  0.259
H  -4.204  2.080  0.862

Results of the natural (NBO) charge analysis, in e, for atoms 1 through 5: -0.856 -0.321 0.464 -0.525 0.373

---

Stability summary: most stable *Q*, least stable *R*.

---

*P*
DFT (the ωB97M-V functional and the def2-TZVPD basis) results for a 3-piece molecular cluster, C2H9NO3 overall.

For the frontier orbital gap, the calculation gives 5.8 eV. The calculation puts the LUMO energy at -4.084 eV. Its molecular weight is 95.098 g mol⁻¹. Its multiplicity is 1. The value obtained for the HOMO energy is -9.870 eV.

Positions of all 15 atoms, in Å:
O  -1.619  -0.400  -0.407
C  -0.699  -0.003  0.444
C  0.279  -1.152  0.752
N  1.056  -0.687  1.837
H  -1.137  0.369  1.394
H  -0.258  -2.061  1.023
H  0.905  -1.293  -0.135
H  1.616  0.086  1.452
H  1.565  -1.407  2.343
H  -1.444  0.499  -1.559
H  -0.056  0.821  0.006
O  -1.123  1.209  -2.199
H  2.416  1.345  -0.398
H  -1.511  1.063  -3.041
O  1.805  0.701  0.010

Results of the natural (NBO) charge analysis, in e, for atoms 1 through 5: -0.431 -0.035 -0.232 -0.672 0.186

---

*Q*
DFT (the ωB97M-V functional and the def2-TZVPD basis) results for a 3-piece molecular cluster, C2H9NO3 overall.

For the frontier orbital gap, the calculation gives 10.3 eV. The calculation puts the LUMO energy at 0.531 eV. Its SMILES is NCC=O.O.O. Its molecular weight is 95.098 g mol⁻¹. Its multiplicity is 1. The value obtained for the HOMO energy is -9.784 eV.

Positions of all 15 atoms, in Å:
N  2.407  -1.161  0.790
C  1.053  -0.789  0.324
C  0.925  -0.922  -1.175
O  1.052  0.029  -1.900
H  2.495  -0.754  1.718
H  3.069  -0.610  0.240
H  0.375  -1.504  0.790
H  0.816  0.258  0.516
H  0.762  -1.907  -1.613
O  -1.862  2.010  -0.842
H  -2.100  2.893  -0.551
H  -2.253  1.866  -1.708
O  -2.172  -0.218  1.192
H  -1.576  0.509  0.962
H  -2.993  0.298  1.258

Results of the natural (NBO) charge analysis, in e, for atoms 1 through 5: -0.809 -0.331 0.436 -0.516 0.357

---

Stability summary: most stable *Q*, least stable *P*.

---

*P*
DFT (the ωB97M-V functional and the def2-TZVPD basis) results for a single C5H11NOS molecule.

For the frontier orbital gap (spin up / spin down), the calculation gives 8.1 / 8.5 eV. The calculation puts the LUMO energy (spin up / spin down) at 0.200 / 0.435 eV. Its molecular weight is 133.216 g mol⁻¹. Its multiplicity is 1. The value obtained for the HOMO energy (spin up / spin down) is -7.884 / -8.089 eV.

Positions of all 19 atoms, in Å:
C  -0.625  -0.788  -1.054
C  -0.840  0.697  0.916
C  0.165  -0.065  -0.039
C  1.225  -1.104  0.597
C  1.063  1.010  -0.760
N  -2.542  0.825  -0.455
O  -1.702  1.525  0.254
S  -3.525  -0.355  0.296
H  -0.507  -0.519  -2.183
H  -1.100  -1.716  -0.890
H  -1.381  -0.044  1.444
H  -0.398  1.284  1.740
H  1.286  -1.983  -0.063
H  0.913  -1.486  1.569
H  2.217  -0.626  0.724
H  1.596  0.497  -1.534
H  1.705  1.449  0.019
H  0.537  1.800  -1.352
H  -4.465  -0.310  -0.649

Results of the natural (NBO) charge analysis, in e, for atoms 1 through 5: -0.261 -0.079 -0.173 -0.597 -0.606

---

*Q*
DFT (the ωB97M-V functional and the def2-TZVPD basis) results for a single C5H11NOS molecule.

For the frontier orbital gap, the calculation gives 9.6 eV. The calculation puts the LUMO energy at 0.822 eV. Its SMILES is CCC(=O)N(C)SC. Its molecular weight is 133.216 g mol⁻¹. Its multiplicity is 1. The value obtained for the HOMO energy is -8.811 eV.

Positions of all 19 atoms, in Å:
C  -2.768  -0.336  0.899
C  -2.207  0.008  -0.494
C  -0.711  -0.409  -0.548
O  -0.396  -1.575  -0.656
N  0.246  0.575  -0.224
C  -0.164  1.946  0.199
S  1.936  0.199  -0.404
C  2.189  -0.836  1.030
H  -3.729  0.208  1.087
H  -2.067  0.060  1.664
H  -2.851  -1.372  1.014
H  -2.274  1.089  -0.657
H  -2.753  -0.467  -1.302
H  0.701  2.318  0.759
H  -0.436  2.514  -0.651
H  -1.042  1.868  0.863
H  3.273  -1.106  1.050
H  1.987  -0.208  1.941
H  1.632  -1.753  0.992

Results of the natural (NBO) charge analysis, in e, for atoms 1 through 5: -0.594 -0.491 0.690 -0.606 -0.615

---

*R*
DFT (the ωB97M-V functional and the def2-TZVPD basis) results for a 2-piece molecular cluster, C5H11NOS overall.

For the frontier orbital gap, the calculation gives 10.1 eV. The calculation puts the LUMO energy at 0.727 eV. Its molecular weight is 133.216 g mol⁻¹. Its multiplicity is 1. The value obtained for the HOMO energy is -9.333 eV.

Positions of all 19 atoms, in Å:
C  2.409  -0.385  -0.519
C  1.305  -1.370  -0.087
C  2.329  0.756  0.481
C  0.547  -0.512  0.902
C  -3.080  0.979  -0.923
N  1.073  0.605  1.224
O  -2.574  -1.172  0.570
S  -3.361  0.084  0.684
H  3.423  -0.750  -0.661
H  2.031  0.151  -1.353
H  0.554  -1.662  -0.921
H  1.772  -2.285  0.401
H  3.135  0.720  1.270
H  2.451  1.663  -0.010
H  -2.530  0.766  1.429
H  -0.349  -0.914  1.318
H  -4.073  1.288  -1.223
H  -2.720  0.302  -1.685
H  -2.343  1.736  -0.895

Results of the natural (NBO) charge analysis, in e, for atoms 1 through 5: -0.437 -0.484 -0.242 0.106 -0.816

---

*S*
DFT (the ωB97M-V functional and the def2-TZVPD basis) results for a single C5H11NOS molecule.

For the frontier orbital gap, the calculation gives 9.7 eV. The calculation puts the LUMO energy at 0.750 eV. Its SMILES is C[C@H](O)[C@@]1(CN)CS1. Its molecular weight is 133.216 g mol⁻¹. Its multiplicity is 1. The value obtained for the HOMO energy is -8.994 eV.

Positions of all 19 atoms, in Å:
C  1.299  0.812  1.645
C  0.266  -0.078  0.980
O  0.512  -1.461  1.265
C  0.163  0.134  -0.541
C  -0.834  -0.844  -1.160
N  -2.075  -0.934  -0.419
C  0.149  1.505  -1.126
S  1.632  0.455  -1.588
H  2.275  0.623  1.200
H  1.409  0.621  2.703
H  1.028  1.873  1.524
H  -0.718  0.201  1.400
H  1.188  -1.715  0.634
H  -0.994  -0.533  -2.191
H  -0.350  -1.826  -1.205
H  -1.947  -1.597  0.331
H  -2.784  -1.312  -1.027
H  0.338  2.400  -0.511
H  -0.554  1.676  -1.914

Results of the natural (NBO) charge analysis, in e, for atoms 1 through 5: -0.633 0.072 -0.715 -0.141 -0.226

---

Stability summary: most stable *Q*, least stable *P*.